ORCA calculation (the ωB97M-V functional and the def2-TZVPD basis) on C30H27CrI2N3OS as an isolated structure at a distorted geometry.

Geometry (Å):
Cr  0.057  -1.354  -1.051
I  5.672  3.314  -3.146
C  4.337  1.765  -2.674
C  4.796  0.627  -2.027
C  3.899  -0.378  -1.715
I  4.495  -2.103  -0.683
C  2.545  -0.272  -2.046
O  1.683  -1.249  -1.764
C  2.102  0.889  -2.693
C  0.631  1.007  -2.965
N  -0.109  0.903  -1.684
C  -1.528  1.249  -1.796
C  -2.434  0.044  -1.818
C  -3.763  0.207  -2.169
C  -4.621  -0.878  -2.140
C  -4.106  -2.107  -1.750
C  -2.774  -2.197  -1.417
N  -1.927  -1.146  -1.447
C  2.996  1.901  -2.999
H  5.840  0.525  -1.765
H  0.288  0.202  -3.623
H  0.422  1.961  -3.457
H  0.336  1.556  -1.047
H  -1.718  1.846  -2.693
H  -1.822  1.863  -0.941
H  -4.115  1.188  -2.458
H  -5.662  -0.768  -2.411
H  -4.724  -2.992  -1.707
H  -2.350  -3.142  -1.111
H  2.648  2.798  -3.496
C  1.148  3.600  1.905
C  -0.106  3.204  2.700
C  -0.110  3.980  4.018
C  -1.363  3.595  1.905
C  -0.095  1.692  2.915
C  -0.016  1.110  4.189
C  0.019  -0.261  4.367
C  -0.020  -1.075  3.247
S  0.044  -2.814  3.135
C  -0.047  -2.707  1.423
N  -0.130  -1.473  0.951
C  -0.103  -0.525  1.966
C  -0.145  0.854  1.811
C  0.001  -3.799  0.477
C  0.017  -5.150  0.825
C  0.089  -6.096  -0.180
C  0.147  -5.689  -1.510
C  0.127  -4.339  -1.842
C  0.050  -3.361  -0.858
H  1.176  4.682  1.765
H  1.164  3.130  0.919
H  2.052  3.299  2.437
H  -0.128  5.049  3.805
H  0.786  3.777  4.605
H  -0.991  3.746  4.619
H  -1.420  4.680  1.806
H  -2.265  3.247  2.411
H  -1.348  3.169  0.899
H  0.023  1.739  5.066
H  0.079  -0.690  5.359
H  -0.207  1.253  0.809
H  -0.021  -5.445  1.868
H  0.108  -7.150  0.062
H  0.210  -6.436  -2.291
H  0.180  -4.053  -2.888

## Properties
Multiplicity: 2
Frontier orbital gap (alpha / beta), eV: 6.86 / 7.05
Highest occupied orbital energy (alpha / beta), eV: -10.6 / -10.6
Total charge: +1
⟨S²⟩: 1.00
E_LUMO (alpha / beta), eV: -3.72 / -3.54